Record 1
{"formula": "C7H12N2O2", "method": "the ωB97M-V functional and the def2-TZVPD basis", "symbols": ["C", "C", "C", "C", "C", "C", "C", "H", "H", "H", "H", "H", "H", "H", "H", "H", "H", "H", "H", "N", "N", "O", "O"], "xyz": [[-1.74182, -1.22905, -1.35516], [-2.13485, -0.44092, -0.11624], [-0.83275, 0.26684, 0.47129], [-0.49755, 1.52138, 0.37624], [0.84478, 2.20003, 0.79992], [-0.15077, -0.73629, 1.34035], [2.18865, -0.77478, -0.11848], [-2.45413, -1.98660, -1.86645], [-0.79446, -1.99334, -1.04799], [-1.32289, -0.57107, -2.19132], [-2.51025, -1.16902, 0.72104], [-2.94642, 0.33924, -0.12187], [-1.44744, 2.13471, 0.08849], [1.38261, 2.43290, -0.25043], [1.53691, 1.55717, 1.49025], [0.61812, 3.35950, 1.18129], [1.48154, -2.06298, 1.16449], [0.63919, 0.07295, -1.33905], [2.47841, 0.55831, -1.56315], [1.02688, -1.29855, 0.68244], [1.94460, 0.29934, -0.94387], [-0.56723, -1.22911, 2.37244], [3.25888, -1.25067, 0.22577]], "spin_multiplicity": 1, "homo_ev": -9.9, "de_lowest_kj_mol": 502.3, "fmax_ha_per_bohr": 0.30712}

Record 2
{"formula": "C3H7NO4", "method": "the ωB97M-V functional and the def2-TZVPD basis", "symbols": ["C", "C", "O", "O", "H", "H", "H", "H", "N", "C", "O", "O", "H", "H", "H"], "xyz": [[-0.79776, -1.85427, 0.80147], [0.62434, -1.98019, 0.36505], [1.57914, -1.40724, 0.81686], [0.75762, -2.84815, -0.66253], [-1.45221, -1.82941, -0.06624], [-0.95132, -0.98689, 1.43552], [-1.04975, -2.73792, 1.39217], [1.70937, -2.92947, -0.83654], [0.03174, 1.89194, 0.25195], [-0.13821, 2.98290, -0.59209], [-0.01079, 4.12130, -0.25631], [-0.53699, 2.63113, -1.83748], [0.38011, 2.13384, 1.16796], [0.58287, 1.13544, -0.13657], [-0.72816, 1.67699, -1.84321]], "smiles": "CC(=O)O.NC(=O)O", "spin_multiplicity": 1, "homo_ev": -10.5, "de_lowest_kj_mol": 24.5, "fmax_ha_per_bohr": 0.00999}

Record 3
{"formula": "C2H10N4S", "method": "the ωB97M-V functional and the def2-TZVPD basis", "symbols": ["C", "C", "N", "N", "N", "N", "S", "H", "H", "H", "H", "H", "H", "H", "H", "H", "H"], "xyz": [[-0.76445, -0.03936, -0.65928], [1.11981, 1.62634, -0.39650], [-0.63773, -1.47763, -0.56456], [0.31118, 0.58995, 0.11305], [0.43849, -2.04299, 0.08538], [0.57066, -0.05310, 1.33843], [-2.51234, 0.44924, 0.15934], [-0.85120, 0.26247, -1.71657], [1.71950, 1.95181, 0.47995], [1.64913, 1.19284, -1.15414], [0.30168, 2.36705, -0.72368], [-1.58588, -1.85110, -0.33544], [0.25851, -2.94071, 0.61056], [1.33942, -1.83120, -0.29915], [1.45695, 0.31748, 1.52890], [-0.15210, -0.02833, 2.05792], [-2.66163, 1.50726, -0.52420]], "spin_multiplicity": 3, "homo_ev": [-18.6, -18.5], "charge": 2, "de_lowest_kj_mol": 149.7, "fmax_ha_per_bohr": 0.08862, "s2": 2.010}

Record 4
{"formula": "C5H8N3OP", "method": "the ωB97M-V functional and the def2-TZVPD basis", "symbols": ["C", "C", "C", "C", "C", "N", "N", "N", "O", "P", "H", "H", "H", "H", "H", "H", "H", "H"], "xyz": [[-2.19677, -0.72674, -0.36307], [-0.86753, -1.14733, -0.56382], [-2.26432, 0.62898, 0.07145], [0.05400, 0.85380, -0.09506], [2.77614, -0.04660, 1.01683], [-1.13020, 1.34932, 0.16315], [0.25400, -0.45312, -0.37975], [-3.40771, 1.29310, 0.25411], [1.06786, 1.67141, -0.18406], [2.43713, 0.80288, -0.37424], [-2.97051, -1.34661, -0.66994], [-0.86168, -2.29754, -0.75850], [3.86327, -0.17854, 1.11844], [2.43590, 0.71642, 1.81578], [-4.14468, 0.88683, -0.33908], [-3.44222, 2.32590, 0.48554], [2.22028, 0.04269, -1.54144], [3.12757, 1.70729, -1.05844]], "spin_multiplicity": 1, "homo_ev": -7.6, "de_lowest_kj_mol": 162.3, "fmax_ha_per_bohr": 0.09368}

Record 5
{"formula": "C28H50B2N6O6P2", "method": "the ωB97M-V functional and the def2-TZVPD basis", "symbols": ["C", "B", "O", "C", "C", "C", "C", "B", "C", "O", "C", "C", "C", "O", "C", "C", "C", "C", "C", "C", "C", "O", "H", "H", "H", "H", "H", "H", "H", "H", "H", "H", "H", "H", "H", "H", "C", "N", "C", "P", "O", "N", "C", "C", "N", "C", "C", "H", "H", "H", "H", "H", "H", "H", "H", "H", "H", "H", "H", "H", "H", "H", "H", "H", "H", "C", "N", "C", "P", "O", "N", "C", "C", "N", "C", "C", "H", "H", "H", "H", "H", "H", "H", "H", "H", "H", "H", "H", "H", "H", "H", "H", "H", "H"], "xyz": [[-2.76271, 0.17359, -6.26353], [-3.29927, -1.15517, -5.58242], [-3.86091, -2.20509, -6.32317], [-3.21848, -1.31104, -3.99177], [-4.41924, -1.56959, -3.30966], [-4.41002, -1.68271, -1.91781], [-3.20223, -1.54919, -1.20362], [-3.30299, -1.65860, 0.38761], [-4.12441, -0.52697, 1.14636], [-2.71932, -2.71964, 1.04597], [-1.99489, -1.32934, -1.88745], [-2.00835, -1.20622, -3.30459], [-0.71224, -0.96502, -4.00523], [-0.45015, -1.35206, -5.11905], [0.34321, -0.21392, -3.22743], [1.31525, 0.55567, -3.86926], [2.30416, 1.20597, -3.13040], [2.32101, 1.11719, -1.72864], [1.34209, 0.34082, -1.10057], [0.36455, -0.32468, -1.83189], [-0.67404, -1.21119, -1.17553], [-0.36954, -1.78881, -0.16056], [-3.59557, 0.65565, -6.79138], [-2.41125, 0.84406, -5.47058], [-1.91828, -0.04015, -6.92430], [-4.78855, -2.00631, -6.49121], [-5.34537, -1.67352, -3.86647], [-5.34174, -1.88094, -1.39553], [-4.20545, -0.70401, 2.22207], [-5.13336, -0.56808, 0.70763], [-3.68342, 0.45093, 0.92092], [-2.18466, -2.41793, 1.78685], [1.28582, 0.59032, -4.95433], [3.04825, 1.76561, -3.68715], [3.10726, 1.61506, -1.17346], [1.38338, 0.27900, -0.01673], [-1.48736, 3.46275, 4.79584], [-2.40985, 3.79062, 3.72491], [-1.96318, 3.21793, 2.46486], [-4.13177, 3.67990, 3.92975], [-4.13685, 2.16644, 4.13152], [-4.70245, 4.13036, 5.47772], [-3.98826, 4.92501, 6.45051], [-5.55277, 3.16248, 6.16226], [-4.24278, 5.39585, 3.39880], [-5.21323, 5.56319, 2.30298], [-3.10622, 6.26989, 3.15262], [-0.47547, 3.76457, 4.51161], [-1.47428, 2.39165, 5.03537], [-1.71289, 4.01621, 5.70432], [-2.48347, 3.69596, 1.62498], [-2.15545, 2.13903, 2.41401], [-0.89550, 3.38992, 2.31657], [-3.29766, 4.31396, 7.04456], [-4.69161, 5.39181, 7.14649], [-3.43270, 5.74647, 5.99974], [-4.97152, 2.36880, 6.64842], [-6.24509, 2.69105, 5.46931], [-6.15654, 3.66383, 6.92259], [-4.83301, 5.15902, 1.35818], [-5.46237, 6.61546, 2.15475], [-6.14441, 5.03950, 2.54380], [-2.56360, 6.02795, 2.23165], [-2.39989, 6.26627, 3.97723], [-3.47770, 7.29635, 3.06209], [6.98690, -3.67786, -3.09363], [6.85017, -3.03258, -1.80125], [7.66858, -1.83191, -1.73047], [5.30734, -2.82621, -1.04689], [4.68153, -1.86964, -2.04742], [4.20215, -4.11208, -1.27063], [4.53683, -5.45914, -1.67170], [2.88370, -3.75529, -1.79117], [5.87366, -3.64019, 0.44522], [5.62455, -2.81863, 1.64224], [7.15929, -4.30399, 0.58799], [8.04496, -3.85771, -3.30226], [6.56860, -3.08123, -3.91479], [6.51582, -4.65810, -3.10512], [7.79018, -1.51664, -0.68662], [7.22372, -0.99845, -2.28768], [8.66885, -2.02071, -2.12391], [4.63262, -5.54639, -2.76119], [3.75161, -6.15287, -1.35718], [5.45336, -5.82328, -1.20775], [2.88853, -3.62034, -2.88067], [2.52135, -2.83314, -1.34305], [2.15886, -4.53398, -1.54261], [6.30411, -1.96006, 1.69562], [5.73773, -3.40753, 2.55413], [4.59826, -2.43681, 1.62778], [8.00364, -3.60715, 0.65188], [7.35219, -5.00197, -0.22126], [7.14027, -4.89203, 1.51127]], "smiles": "CB(O)c1ccc(B(C)O)c2c1C(=O)c1ccccc1C2=O.CN(C)P(=O)(N(C)C)N(C)C.CN(C)P(=O)(N(C)C)N(C)C", "spin_multiplicity": 1, "homo_ev": -8.1, "fmax_ha_per_bohr": 0.13101}

Record 6
{"formula": "C4H6N2O", "method": "the ωB97M-V functional and the def2-TZVPD basis", "symbols": ["N", "C", "C", "C", "N", "C", "O", "H", "H", "H", "H", "H", "H"], "xyz": [[1.09975, -1.67999, -0.17085], [0.20973, -0.58530, -0.01237], [-1.13158, -0.63450, 0.46703], [-1.59896, 0.65196, 0.54070], [-0.59075, 1.49318, 0.13471], [0.49771, 0.73896, -0.20627], [1.64283, 1.33370, -0.65021], [1.80764, -1.50639, -0.87551], [0.59607, -2.51419, -0.44595], [-1.68792, -1.53194, 0.70219], [-2.56430, 1.03449, 0.83437], [-0.61957, 2.49871, 0.10999], [2.33935, 0.70131, -0.42782]], "smiles": "Nc1cc[nH]c1O", "spin_multiplicity": 1, "homo_ev": -7.2, "de_lowest_kj_mol": 103.4, "fmax_ha_per_bohr": 0.00858}

Record 7
{"formula": "C23H34Cl2N3O3Yb", "method": "the ωB97M-V functional and the def2-TZVPD basis", "symbols": ["O", "C", "C", "C", "H", "C", "H", "C", "H", "C", "H", "C", "H", "H", "C", "C", "H", "H", "H", "C", "C", "H", "H", "H", "H", "Yb", "Cl", "Cl", "H", "H", "C", "C", "N", "H", "C", "O", "H", "H", "H", "H", "H", "H", "C", "C", "N", "H", "C", "O", "H", "H", "H", "H", "C", "C", "C", "C", "N", "C", "C", "H", "H", "H", "H", "H", "H", "H"], "xyz": [[0.86666, 0.22270, -1.43932], [1.72250, 1.21874, -1.45383], [3.15375, 0.69129, -1.44345], [3.48087, -0.55114, -0.89424], [2.70010, -1.14075, -0.40790], [4.79699, -1.00854, -0.94375], [5.01540, -1.98933, -0.51403], [5.79056, -0.20062, -1.50715], [6.82524, -0.54907, -1.52291], [5.46079, 1.05630, -2.04195], [6.23173, 1.69266, -2.48219], [4.13842, 1.49121, -2.00506], [3.82436, 2.46487, -2.39397], [1.55834, 1.79483, -2.39679], [0.24385, 3.13779, -0.55980], [1.49494, 2.34424, -0.36682], [0.29024, 4.11292, -0.06131], [-0.59107, 2.59716, -0.10454], [0.03246, 3.26437, -1.63171], [2.32151, 2.46111, 0.68882], [2.20570, 3.42276, 1.85355], [3.19293, 1.80427, 0.79096], [3.07756, 4.09288, 1.89714], [2.21424, 2.88238, 2.81317], [1.29733, 4.03933, 1.80701], [-0.17438, -0.26312, 0.45495], [1.54383, -1.96448, 1.66556], [0.02278, 1.65266, 2.43756], [1.73193, -4.04246, -3.03311], [0.47032, -5.18807, -0.93163], [1.73051, -3.17142, -2.35487], [0.45994, -4.19097, -0.46902], [0.54679, -3.16785, -1.50335], [1.74837, -2.24503, -2.94535], [-0.46158, -2.30595, -1.72713], [-1.36561, -2.04663, -0.89930], [-0.46023, -4.02828, 0.09508], [-0.40454, -1.78923, -2.70410], [2.63836, -3.22646, -1.73391], [1.31708, -4.07298, 0.20461], [-4.94826, 2.02551, -1.41122], [-4.41893, 0.99640, -3.92629], [-3.96288, 2.47855, -1.58727], [-3.39373, 1.37210, -3.76580], [-3.11180, 1.56977, -2.34628], [-3.46672, 2.64704, -0.62888], [-2.14810, 0.88956, -1.69688], [-2.00044, 0.93934, -0.45124], [-2.68049, 0.64078, -4.16836], [-1.45818, 0.30588, -2.33808], [-4.07697, 3.41165, -2.15084], [-3.29191, 2.31948, -4.32190], [-4.10650, -1.90411, 5.59449], [-3.26504, -1.48185, 4.44252], [-2.63931, -2.45273, 3.66325], [-1.86178, -2.02895, 2.57446], [-1.76319, -0.74074, 2.26021], [-2.35003, 0.18959, 3.01992], [-3.11411, -0.12342, 4.13278], [-4.92897, -2.53874, 5.24706], [-3.51329, -2.48180, 6.31117], [-4.51152, -1.01727, 6.08326], [-2.73226, -3.51688, 3.85796], [-1.29181, -2.70030, 1.93109], [-2.10038, 1.21610, 2.73089], [-3.55235, 0.68290, 4.70808]], "spin_multiplicity": 2, "homo_ev": [-7.8, -7.8], "de_lowest_kj_mol": 0.0, "fmax_ha_per_bohr": 0.09517, "s2": 0.751}

Record 8
{"formula": "C16H18BFN6Re", "method": "the ωB97M-V functional and the def2-TZVPD basis", "symbols": ["H", "N", "B", "N", "C", "Re", "H", "C", "H", "C", "H", "C", "H", "H", "H", "N", "N", "N", "N", "C", "C", "H", "H", "C", "C", "C", "C", "H", "H", "H", "H", "H", "F", "C", "C", "C", "C", "C", "C", "H", "H", "H", "H"], "xyz": [[-0.40371, 2.78503, 1.30572], [0.02220, 1.62888, -0.39090], [0.58818, 0.73617, -2.60462], [0.42676, 1.93776, -1.66258], [0.55665, 3.27340, -1.79931], [-0.69550, -0.69148, 0.08668], [0.86652, 3.71858, -2.74690], [0.29863, 3.86126, -0.55628], [0.36309, 4.91004, -0.30402], [-0.04895, 2.78230, 0.29465], [0.92943, 1.15877, -3.70901], [-1.60558, -2.32905, 1.05540], [-1.98983, -1.62991, 1.83008], [-1.07385, -3.14779, 1.59838], [-2.49753, -2.85732, 0.58529], [-0.87677, 0.18858, -2.72476], [1.37811, -0.45967, -2.06780], [-1.59144, -0.24426, -1.57978], [1.06530, -1.02267, -0.81446], [-1.60284, -0.03588, -3.80847], [2.40173, -1.12734, -2.60807], [-1.16251, 0.18585, -4.78225], [2.76700, -0.77220, -3.57502], [-2.82855, -0.53658, -3.42825], [2.81855, -2.13164, -1.72394], [-2.88011, -0.61305, -2.04848], [1.96168, -2.06504, -0.62624], [-3.59301, -0.84164, -4.10788], [3.65136, -2.80516, -1.89886], [-3.63005, -0.91453, -1.29569], [1.87707, -2.68465, 0.25358], [-0.72243, -2.12215, -0.53193], [1.05213, 0.15424, 6.46549], [0.76211, 0.21899, 5.11987], [1.68765, -0.27460, 4.20487], [1.28245, -0.37383, 2.84714], [-0.02240, -0.08977, 2.44893], [-0.84610, 0.58988, 3.36028], [-0.48794, 0.69217, 4.72741], [2.69332, -0.56637, 4.53219], [2.06218, -0.68777, 2.14306], [-1.79613, 1.06036, 3.06853], [-1.15689, 1.14210, 5.46795]], "spin_multiplicity": 4, "homo_ev": [-15.2, -15.2], "charge": 2, "de_lowest_kj_mol": 203.3, "fmax_ha_per_bohr": 0.07965, "s2": 3.780}

Respective total energy values: -533.76862; -474.27693; -698.54268; -776.09711; -2609.27460; -340.75551; -3366.04363; -1151.30499 a.u..